*one*
A 15-piece molecular cluster, H30O15 overall. Source: OMol25; level of theory: ωB97M-V/def2-TZVPD.

Frontier orbital gap in eV: 8.651

Positions of all 45 atoms, in Å:
H (-0.48, -3.24, 1.13)
H (-3.66, 1.38, -0.06)
O (-0.10, -0.57, 3.26)
O (0.27, -0.03, 0.14)
O (-2.80, 0.02, 2.73)
H (1.28, 3.25, 0.36)
H (2.13, -2.53, -0.23)
H (-2.82, -0.48, 1.93)
H (-1.01, -0.39, 3.10)
O (-2.85, 1.38, -0.60)
H (2.50, 1.50, 0.79)
H (-0.56, -0.51, 0.18)
H (1.38, -0.57, -2.23)
O (-2.20, -1.43, 0.38)
H (-1.36, 2.18, 0.20)
H (0.20, 1.68, -2.99)
O (-0.46, -3.34, 2.09)
H (0.00, 0.67, -0.46)
H (-3.12, -0.61, 3.40)
H (-0.96, -4.01, -1.12)
O (-0.48, 1.43, -2.37)
H (0.02, -0.45, 4.20)
O (2.06, -1.96, 0.55)
H (-2.43, -0.91, -0.44)
O (2.26, -0.21, -2.31)
H (0.11, -2.64, 2.42)
O (1.96, 3.85, 0.62)
H (2.25, 0.19, -3.17)
H (0.26, -1.54, -3.38)
O (-0.52, 2.65, 0.25)
H (-1.93, -2.31, 0.05)
H (1.58, -1.24, 0.16)
H (-0.28, 2.41, 1.12)
H (-0.43, -2.70, -1.41)
H (-0.45, -0.46, -2.55)
H (-0.51, 2.12, -1.67)
O (3.12, 1.88, -0.88)
H (-3.18, 1.59, -1.50)
O (-0.56, -3.27, -0.67)
H (2.02, 3.69, 1.58)
O (2.11, 1.17, 1.58)
O (-0.23, -1.39, -2.57)
H (3.79, 1.93, -1.57)
H (1.34, 0.74, 1.16)
H (2.70, 1.09, -1.22)

=====

*two*
A 15-piece molecular cluster, H30O15 overall. Source: OMol25; level of theory: ωB97M-V/def2-TZVPD.

Frontier orbital gap in eV: 10.337

Positions of all 45 atoms, in Å:
O (2.39, 0.05, -0.86)
H (4.97, 1.48, 0.20)
O (-4.71, 0.05, -0.03)
H (1.45, 2.91, 0.44)
H (-3.28, -0.07, -2.17)
H (-0.90, 4.29, 1.03)
H (-1.33, 4.83, -0.28)
H (4.96, -2.06, -2.55)
H (0.75, -2.68, -3.17)
O (0.00, 0.08, -1.21)
H (-5.28, 0.04, -0.80)
H (2.12, 0.71, -0.21)
O (2.25, 0.12, 4.03)
H (1.59, 0.32, 3.30)
H (0.71, -0.32, -0.71)
H (-3.37, -0.68, 2.01)
H (2.78, -0.60, 3.72)
O (-2.68, -2.96, -1.02)
H (-4.79, 0.06, -2.39)
H (2.46, -4.22, 2.55)
O (-1.72, 4.60, 0.66)
O (2.08, 3.35, -0.15)
O (1.63, -2.38, -2.87)
H (1.55, -3.02, 2.39)
H (3.70, 2.05, 0.53)
H (2.20, 4.24, 0.14)
H (-2.59, -2.01, -1.06)
O (1.53, -4.02, 2.48)
O (-0.80, -0.82, 2.84)
H (1.42, -1.99, -2.03)
H (-1.30, 1.63, -2.55)
O (4.04, -2.08, -2.81)
O (-3.54, -0.56, 2.95)
H (-0.44, 2.79, -2.47)
H (-4.04, -1.41, 3.27)
H (-1.41, -0.13, 2.39)
H (-5.21, -0.19, 0.72)
H (3.64, -2.68, -2.14)
O (-1.35, 2.55, -2.74)
H (-0.56, 0.41, -0.62)
H (-1.78, -3.37, -1.23)
O (-4.06, -0.57, -2.38)
O (4.63, 2.18, 0.65)
H (2.84, 0.56, -1.54)
H (-0.57, -0.49, 3.71)

=====

*three*
A 15-piece molecular cluster, H30O15 overall. Source: OMol25; level of theory: ωB97M-V/def2-TZVPD.

Frontier orbital gap in eV: 10.215

Positions of all 45 atoms, in Å:
H (-6.62, -4.51, 16.45)
H (-5.36, 1.69, 19.73)
O (-9.23, -5.55, 19.57)
H (-8.11, -2.02, 21.83)
O (-5.32, -3.33, 21.90)
H (-5.51, -3.34, 22.82)
H (-4.06, -4.93, 20.22)
H (-3.84, -0.39, 20.25)
H (-6.79, -0.96, 20.36)
H (-5.95, -4.06, 18.88)
O (-8.09, -2.94, 21.57)
H (-2.76, -4.20, 17.02)
O (-7.89, -3.83, 17.64)
H (-9.19, -5.92, 18.69)
O (-6.33, -5.11, 15.76)
H (-8.28, -4.73, 17.79)
H (-7.36, -2.26, 18.22)
O (-4.67, -1.95, 16.59)
H (-5.39, -5.00, 15.73)
H (-5.39, 0.18, 19.94)
H (-5.80, -2.64, 19.16)
O (-2.68, -3.59, 17.73)
O (-3.38, -1.23, 20.35)
O (-5.30, -3.37, 18.96)
H (-8.38, -5.38, 19.86)
H (-6.25, -6.12, 20.38)
H (-5.87, -1.66, 21.40)
H (-4.57, -1.83, 15.66)
H (-6.94, -6.03, 21.71)
H (-3.06, -4.59, 19.09)
H (-4.23, -1.12, 16.77)
H (-5.62, -4.16, 21.52)
O (-7.20, -1.50, 18.81)
H (-7.20, -3.20, 21.71)
H (-6.82, -0.77, 18.29)
H (-8.34, -3.54, 16.87)
O (-5.55, -6.22, 18.35)
O (-4.96, 0.85, 19.42)
H (-4.71, -5.90, 18.64)
H (-3.85, -1.83, 19.79)
H (-3.61, -3.33, 17.83)
O (-6.38, -0.82, 21.24)
H (-5.44, -6.72, 17.54)
O (-6.79, -5.56, 20.89)
O (-3.18, -5.18, 19.82)

=====

*four*
A 15-piece molecular cluster, H30O15 overall. Source: OMol25; level of theory: ωB97M-V/def2-TZVPD.

Frontier orbital gap in eV: 9.324

Positions of all 45 atoms, in Å:
H (4.31, 0.70, 2.39)
H (-0.12, -4.02, -1.38)
O (0.85, 3.64, -2.94)
H (-0.35, -2.96, -0.31)
O (0.16, 0.59, 1.00)
H (0.91, -0.01, 0.86)
O (-0.50, 4.74, 0.32)
H (0.19, 0.11, -1.45)
O (1.16, -1.89, 0.96)
H (-0.52, 0.24, 0.41)
H (1.37, 0.91, 3.48)
O (0.68, -0.21, -2.22)
H (0.22, 4.28, 0.76)
H (4.91, 1.38, 1.18)
O (-1.86, 1.58, 1.52)
O (-3.57, -1.86, 2.38)
H (0.17, 0.12, -2.97)
H (-4.91, -0.17, -0.87)
O (-2.61, -1.47, -2.19)
H (1.53, 4.27, -3.19)
H (-2.27, 1.85, 0.69)
H (-3.64, -0.09, 0.14)
H (-2.63, -1.87, 2.21)
H (-0.58, 4.30, -0.53)
H (-1.12, 2.19, 1.63)
H (5.04, -0.61, -1.17)
H (0.65, -2.42, 1.59)
O (-3.11, -0.67, 0.70)
H (3.86, -2.59, -1.31)
H (1.12, 3.32, -2.07)
O (4.99, 0.59, 1.72)
H (-2.77, -0.56, -1.92)
O (2.94, -2.88, -1.34)
O (-4.38, 0.53, -1.26)
H (0.41, -0.20, 3.86)
O (0.44, 0.68, 3.47)
H (-3.97, -2.01, 1.52)
H (2.43, -2.07, -1.26)
H (4.69, -0.38, 0.29)
H (1.99, -2.39, 0.87)
H (-5.01, 1.26, -1.37)
O (4.46, -0.09, -0.60)
O (0.24, -3.19, -1.03)
H (-3.41, -1.71, -2.68)
H (-2.38, -0.94, 0.12)

=====

Energy ordering: *one* at the bottom, the next structure 0.326 eV above.

=====

*one*
A 15-piece molecular cluster, H30O15 overall. Source: OMol25; level of theory: ωB97M-V/def2-TZVPD.

Frontier orbital gap in eV: 9.951

Positions of all 45 atoms, in Å:
O (3.00, 0.81, -0.58)
H (2.06, 3.93, -0.06)
H (-2.99, -1.51, 3.26)
O (0.92, -1.10, -3.37)
H (1.64, 2.57, 0.14)
H (0.30, -1.35, -2.67)
H (0.69, -2.16, 2.75)
O (-1.27, -1.92, -1.90)
H (-1.65, -1.89, -2.76)
O (-2.08, -1.78, 3.24)
H (2.05, 0.65, -0.46)
H (1.66, -1.75, -3.29)
H (-1.93, 0.61, -2.42)
O (2.43, -0.14, 2.18)
O (-1.73, 1.65, 1.60)
H (2.66, -1.25, 0.12)
O (0.59, 1.49, -2.76)
H (0.87, -2.22, 0.77)
O (0.45, 0.41, 0.11)
H (1.98, 0.68, 2.15)
H (0.16, -0.42, 0.52)
O (0.02, -2.04, 1.16)
O (1.21, -2.04, 3.57)
O (-2.79, -1.02, 0.60)
H (2.59, -2.30, -0.96)
H (-0.52, 3.41, -0.82)
O (2.44, -2.20, 0.01)
H (-0.66, -2.27, 0.54)
H (-3.69, -0.78, 0.73)
H (-2.54, 1.38, -1.24)
H (-0.13, 1.93, -3.23)
O (-1.43, 3.75, -0.72)
H (-0.92, 1.40, 1.13)
H (-1.82, -1.81, 2.30)
H (-1.88, -1.53, -1.26)
H (1.97, -0.63, 2.84)
O (-1.87, 0.76, -1.47)
O (1.36, 3.47, 0.33)
H (-2.46, -0.23, 0.23)
H (0.66, -1.71, 4.26)
H (-0.03, 0.54, -0.71)
H (-1.65, 3.66, -1.65)
H (-1.44, 1.49, 2.46)
H (3.13, 0.85, -1.50)
H (0.65, 0.62, -3.14)

=====

*two*
A 15-piece molecular cluster, H30O15 overall. Source: OMol25; level of theory: ωB97M-V/def2-TZVPD.

Frontier orbital gap in eV: 8.821

Positions of all 45 atoms, in Å:
H (-2.62, 2.34, 2.44)
O (2.87, -3.21, 0.42)
H (2.46, -2.76, 1.18)
H (-0.47, 0.18, -0.23)
H (-0.39, -3.29, -1.71)
O (-2.52, -1.71, -1.07)
H (4.09, -0.34, 1.05)
H (2.69, 0.07, -0.95)
H (0.83, -3.56, -0.85)
H (2.22, -0.22, -2.34)
O (-1.94, -0.93, 2.42)
O (-0.15, -0.40, 0.41)
H (1.82, 1.76, 1.06)
O (-3.49, 0.48, 0.10)
O (1.25, 2.43, 1.49)
H (-2.61, -2.64, -0.77)
H (2.77, -1.82, 3.16)
O (-0.62, -0.22, -2.82)
H (-1.56, -0.65, 1.61)
H (-3.17, -0.18, -0.54)
H (-0.31, -0.13, -3.68)
H (1.78, 3.17, 1.56)
H (2.38, -0.77, 2.19)
O (-0.92, 2.52, 0.08)
H (-2.07, 2.33, -2.62)
O (3.36, 0.27, 1.00)
H (3.76, -3.50, 0.73)
H (-0.07, 2.63, 0.52)
H (-3.81, -0.17, 0.71)
H (0.70, -0.69, 0.03)
H (-1.34, 0.38, -2.88)
H (-2.49, -1.74, 2.35)
H (-2.56, 1.72, -1.32)
O (-2.50, 1.56, -2.26)
H (-1.59, -1.51, -0.88)
O (2.20, -0.57, -1.44)
O (2.04, -1.57, 2.63)
H (0.14, 1.30, -2.27)
H (0.19, 2.65, -1.62)
H (3.68, 1.00, 1.47)
O (0.51, 2.17, -2.37)
O (-1.85, 1.81, 2.70)
O (-0.08, -3.30, -0.79)
H (-1.36, 3.34, 0.24)
H (-1.23, 1.79, 1.90)

=====

*three*
A 15-piece molecular cluster, H30O15 overall. Source: OMol25; level of theory: ωB97M-V/def2-TZVPD.

Frontier orbital gap in eV: 9.935

Positions of all 45 atoms, in Å:
H (-2.24, -1.13, 1.84)
H (-1.84, 1.35, -1.34)
H (3.13, -1.11, 0.43)
O (-1.12, -2.68, -0.46)
H (1.36, -1.14, -1.77)
H (2.36, 1.84, -2.87)
O (-0.22, 3.26, 0.08)
H (-2.32, 1.37, 1.80)
O (2.88, 2.08, 0.05)
H (1.99, -0.47, 1.40)
H (2.16, 2.55, 0.43)
H (-2.21, -0.52, -2.14)
H (-3.25, 1.34, -0.59)
H (-3.15, -0.28, 0.98)
O (1.67, 1.23, -2.49)
H (1.55, 2.27, 2.77)
H (0.50, -3.09, 0.39)
O (1.12, -3.32, 1.08)
O (-2.22, 2.23, 2.28)
H (-3.96, -2.91, 0.27)
H (-0.50, -2.63, -1.22)
H (1.88, -2.49, -1.93)
O (3.33, -1.30, -0.51)
O (0.67, 2.05, 2.36)
O (1.20, -1.92, -2.27)
H (1.83, -3.58, 0.53)
O (-3.82, -2.09, -0.19)
H (-1.52, -3.55, -0.64)
O (0.35, -0.24, 0.13)
O (2.81, -0.19, 1.76)
H (-1.81, 0.35, -3.23)
H (-0.01, 2.88, 0.94)
H (4.25, -1.18, -0.70)
H (-2.91, 2.34, 2.94)
H (-0.58, -0.43, 0.33)
O (-2.38, 1.81, -0.68)
H (-2.90, -2.15, -0.34)
H (3.00, 0.66, 1.33)
H (3.29, 2.76, -0.52)
O (-1.43, 0.00, -2.46)
O (-2.27, -0.32, 1.31)
H (0.25, 1.20, 2.66)
H (2.03, 1.34, -1.63)
H (-1.21, 3.22, 0.12)
H (0.24, 0.62, -0.20)

=====

Energy ordering: *one* at the bottom, the next structure 0.639 eV above.